1.
Computed, not measured: C4H4LiO2Tl as an isolated structure at a distorted geometry, with the ωB97M-V functional and the def2-TZVPD basis.

XYZ file:
```
12
Properties=species:S:1:pos:R:3:mulliken_charge:R:1
O -0.6649 1.0704 -0.9662 -0.516
C -1.1962 -0.1388 -0.8397 0.887
C -2.2646 -0.5967 -1.4896 -0.796
H -2.8635 0.0847 -2.0932 0.300
H -2.6016 -1.6205 -1.3395 0.252
H 0.2977 1.1626 -0.4053 0.294
C -0.2359 -1.1321 0.1068 -0.652
C 0.8716 -0.6988 0.6277 0.710
O 1.6296 0.2317 0.7476 -0.716
Li 3.1134 0.8328 1.8927 1.023
H -0.7479 -1.9890 0.5428 0.324
Tl 4.6621 2.7935 3.2159 0.890
```

As for the HOMO energy: -14.19 eV. Its charge is +2. The spin multiplicity is 1. As for the HOMO-LUMO gap: 3.212 eV. The calculation puts the LUMO energy at -10.98 eV. The value obtained for the energy above the lowest of the compared OMol25 structures with the same formula, charge and spin is 0.000 eV.

=====

2.
Computed, not measured: one molecule with the formula C4H4N2 at a distorted geometry, with the ωB97M-V functional and the def2-TZVPD basis.

XYZ file:
```
10
Properties=species:S:1:pos:R:3:mulliken_charge:R:1
C 1.7389 0.2661 -0.0475 -0.704
N 0.0295 0.3588 0.0202 0.500
C -0.7568 1.1720 -0.6874 -0.390
C -1.9450 0.3727 -0.4202 0.041
C -1.8932 -0.7304 0.3879 -0.102
N -0.5703 -0.7030 0.5477 -0.649
H 1.9514 0.1706 -1.1627 0.247
H 2.1740 1.2629 0.1675 0.267
H 1.7594 -0.5901 0.4923 0.398
H -2.4880 -1.5795 0.7022 0.394
```

Its SMILES is Cn1c#ccn1. As for the HOMO energy (spin up / spin down): -8.84 / -8.81 eV. The spin multiplicity is 1. As for the HOMO-LUMO gap (spin up / spin down): 6.896 / 7.026 eV. The calculation puts the LUMO energy (spin up / spin down) at -1.95 / -1.79 eV. The value obtained for the energy above the lowest of the compared OMol25 structures with the same formula, charge and spin is 7.928 eV.